[1]
4 unconnected molecules or ions with the total composition C14H33F6N3O9S2 in a non-equilibrium geometry. Source: OMol25; level of theory: wB97M-V/def2-TZVPD.

Last column: natural (NBO) charge in e.
Atoms and positions in Å:
H1 11.4045 1.1402 15.9096  0.194
F1 6.8917 -2.6961 19.0866  -0.303
H2 6.8313 -3.3419 13.0593  0.209
H3 10.0198 1.1043 17.4578  0.390
C1 8.6624 0.0000 12.4702  -0.258
H4 8.3637 -0.3355 16.0967  0.534
O1 3.5388 0.7770 17.7134  -0.942
H5 5.2925 -3.6615 14.6896  0.363
F2 7.2284 -1.7813 20.8966  -0.312
S1 5.6760 -0.2761 19.2008  2.100
H6 10.9690 -0.5086 15.8593  0.200
H7 9.8688 -3.1570 18.3712  0.182
C2 9.9814 -3.0442 17.2930  -0.246
O2 6.2856 1.0104 19.6511  -0.908
C3 6.4349 -4.0933 16.2195  -0.259
O3 7.4042 3.8249 17.1916  -0.568
C4 6.9606 -7.8281 13.9849  -0.244
H8 8.6334 2.3479 15.2349  0.206
H9 10.5364 -2.1082 17.2305  0.189
H10 9.4641 -0.1723 11.7521  0.173
C5 10.5665 0.4862 15.6686  -0.248
C6 8.8359 2.1160 16.2805  -0.274
H11 5.9187 -3.4543 16.9360  0.216
C7 4.0510 -0.2580 15.1372  0.811
H12 7.3752 -8.0631 13.0046  0.167
N1 6.2658 -3.4666 14.8761  -0.634
C8 7.9329 -4.1118 16.7370  -0.085
H13 6.7318 1.9135 16.7411  0.173
F3 4.3795 -1.4451 14.6438  -0.305
H14 6.0201 -5.1010 16.1948  0.204
H15 10.5497 -3.8649 16.8551  0.182
C9 7.0473 -4.1111 13.8009  -0.261
H16 10.1320 1.4922 13.7001  0.183
O4 4.4941 -0.7105 19.9333  -0.838
N2 5.6285 -0.4542 17.4697  -1.240
H17 6.9170 -5.7209 12.3961  0.177
C10 6.5294 -5.5144 13.3938  -0.083
H18 6.8419 4.4678 19.1589  0.177
H19 8.1268 -3.9949 13.8973  0.214
H20 6.3107 5.4343 17.7055  0.190
O5 9.1452 -0.4044 13.8125  -0.564
O6 3.2430 -1.5779 17.4403  -0.930
F4 8.3926 -1.1070 19.0165  -0.344
H21 7.7871 2.0199 18.1548  0.188
F5 4.8311 0.8190 14.8544  -0.324
H22 5.5805 3.8656 18.0462  0.187
O7 8.7046 -2.8738 16.6840  -0.599
H23 11.0435 0.0583 13.6056  0.184
C11 6.4999 4.4459 18.1241  -0.241
H24 6.9419 -0.6552 16.6124  0.531
N3 9.5357 0.8176 16.6190  -0.652
H25 7.3365 -8.5426 14.7172  0.199
O8 7.5447 -0.7855 15.8767  -0.812
H26 9.4430 2.9965 16.4907  0.197
H27 7.9952 -4.3519 17.7984  0.185
H28 8.3431 1.0389 12.3870  0.183
H29 5.8745 -7.9201 13.9997  0.166
C12 10.2142 0.5047 14.1542  -0.087
H30 8.4984 -4.9230 16.2785  0.181
H31 5.4478 -5.5986 13.4990  0.172
C13 7.1752 -1.5511 19.5674  0.791
C14 7.5989 2.4241 17.1601  -0.067
F6 2.8286 0.0199 14.8130  -0.288
O9 7.1481 -6.4574 14.2704  -0.571
S2 4.1353 -0.3975 17.1235  2.126
H32 7.7163 -1.7123 15.6945  0.561
H33 7.8281 -0.6319 12.1658  0.201

As for the molecular weight: 565.55 g mol⁻¹. The HOMO-LUMO gap is 9.53 eV. Its electronic energy is -75918.5857 eV. As for the multiplicity: 1. As for the energy above the lowest of the compared OMol25 structures with the same formula, charge and spin: 171.8 kJ/mol.

[2]
A molecular structure, C14H33F6N4O7PbS2 in a non-equilibrium geometry. Source: OMol25; level of theory: wB97M-V/def2-TZVPD.

Last column: natural (NBO) charge in e.
Atoms and positions in Å:
C1 0.0933 -1.7999 4.0359  0.806
F1 0.0321 -0.4164 4.1122  -0.324
H1 -1.9014 0.3791 -2.4787  0.177
Pb1 -0.2977 -0.1793 -0.0294  1.778
N1 0.1109 1.9074 -1.8668  -0.803
H2 4.3587 0.2642 2.0227  0.245
C2 -2.2793 2.6404 -1.1574  -0.063
C3 -1.8450 -1.7887 -2.4134  -0.097
C4 -0.4641 4.2428 -2.3268  -0.610
N2 -1.9886 -1.8196 -0.9829  -0.840
C5 -2.3524 -0.4606 -3.0076  -0.628
O1 1.0095 -4.3703 -0.1258  -0.896
C6 3.1178 -2.9652 0.9236  0.786
H3 1.3095 2.7032 1.9192  0.201
H4 2.9298 0.0874 -0.1776  0.402
H5 -2.6557 2.3358 -2.1339  0.198
N3 0.5114 -2.1939 1.1152  -1.288
H6 -1.0335 5.0942 -1.9539  0.243
H7 -3.7402 0.3928 0.9771  0.232
H8 4.0045 2.0395 2.1406  0.237
O2 -1.4227 -3.5185 2.5040  -0.806
C7 1.8654 -1.6240 -2.8342  -0.271
H9 -0.1407 1.4342 -2.7228  0.395
F2 3.0842 -2.3076 -0.2162  -0.315
F3 -0.4356 -2.4293 5.0621  -0.255
H10 0.5907 4.4170 -2.1142  0.214
S1 -0.7639 -2.2602 2.3437  2.141
C8 -1.2573 2.2199 2.5669  -0.261
O3 -2.3050 1.5118 -0.1861  -0.605
N4 2.2162 0.7212 0.1528  -0.834
H11 -4.3142 1.7412 0.2242  0.210
H12 -2.1434 -0.1882 -4.0421  0.252
O4 -0.2439 1.2819 2.1373  -0.559
H13 1.3161 1.6035 3.3006  0.227
H14 -1.1615 2.1870 3.6522  0.219
O5 1.1966 -4.3793 2.3290  -0.844
H15 -3.4252 -0.2825 -2.9338  0.238
C9 1.1339 1.6728 2.2281  -0.090
H16 -0.7243 4.0535 -3.3682  0.230
H17 2.6671 1.5738 -0.1469  0.392
H18 -0.3820 -2.3253 -3.9848  0.236
H19 3.5730 0.8363 3.3051  0.249
H20 -2.5374 -2.5615 -2.7471  0.237
H21 2.4409 -0.6992 -2.7931  0.192
H22 -2.9225 -2.1259 -0.7504  0.425
H23 -2.8870 3.4371 -0.7283  0.232
H24 -3.9750 0.4048 -0.7767  0.184
H25 2.3140 -2.4668 -2.3083  0.219
C10 -0.4222 -2.1311 -2.9130  -0.084
H26 -0.2216 3.3069 -0.4792  0.199
S2 1.2898 -3.5864 1.0988  2.135
H27 -0.3453 -3.1018 -2.4231  0.202
H28 1.0048 2.3416 -2.0470  0.394
H29 -1.5617 -2.7139 -0.7879  0.407
F4 1.3946 -2.0771 4.0577  -0.296
O6 0.5741 -1.2149 -2.3451  -0.602
H30 -2.2802 1.8582 2.4626  0.223
C11 2.2140 0.6748 1.6045  -0.107
H31 2.1239 -0.3731 1.8905  0.242
H32 1.9595 -1.8448 -3.8975  0.216
F5 3.5039 -2.2976 2.0128  -0.298
F6 3.9137 -4.0175 0.8259  -0.274
C12 3.6096 1.0277 2.2327  -0.657
C13 -0.7264 3.0007 -1.3954  -0.067
H33 -1.1648 3.2413 2.1976  0.200
O7 -1.5746 -1.0775 2.0951  -0.952
C14 -3.5667 0.9640 0.0652  -0.289

As for the net charge: +2. As for the molecular weight: 754.76 g mol⁻¹. The HOMO-LUMO gap (alpha / beta) is 10.45 / 5.08 eV. Its electronic energy is -78548.1813 eV. As for the multiplicity: 2.

[3]
3 unconnected molecules or ions with the total composition C14H33I2N2O5S. Source: OMol25; level of theory: wB97M-V/def2-TZVPD.

Last column: natural (NBO) charge in e.
Atoms and positions in Å:
H1 2.0949 -0.0406 2.4447  0.188
H2 -3.4613 -0.4902 -3.0679  0.159
H3 -1.8817 4.5339 -0.4900  0.176
O1 -0.4786 -1.8587 1.2339  -0.558
H4 -5.1507 -0.9462 -3.1341  0.200
H5 -3.1829 3.5130 0.1352  0.192
C1 2.7711 3.3935 0.1093  -0.638
C2 3.9857 -3.6659 1.8526  -0.071
I1 1.8008 6.5511 -0.2758  0.303
N1 2.6658 -1.6751 1.2903  -0.631
C3 3.4349 -4.6458 -0.2494  -0.245
C4 -1.4477 1.3254 0.1426  -0.061
H6 4.4987 -4.7869 -0.4579  0.176
H7 2.2765 -2.2611 0.5646  0.356
C5 -2.0981 3.6319 0.0848  -0.253
H8 -3.8884 2.6692 -2.4752  0.149
H9 2.5342 3.8115 1.0676  0.274
C6 3.1422 -2.5250 2.3777  -0.244
H10 3.7432 -1.9216 3.0637  0.194
H11 4.4171 -4.1941 2.7065  0.192
H12 -2.8513 1.5981 -3.4652  0.163
H13 -1.1336 -3.7195 0.7369  0.196
H14 2.3145 -2.9660 2.9473  0.173
C7 4.2450 3.6783 -0.1783  0.392
H15 0.5369 3.9112 -1.0029  0.238
C8 -4.4634 -0.2006 -2.7289  -0.085
H16 2.5405 2.3397 0.0744  0.298
H17 3.0859 -3.7388 -0.7569  0.151
O2 -4.8484 1.0277 -3.3170  -0.538
N2 -3.7226 0.6045 -0.4103  -0.620
H18 -4.0527 2.6531 -4.2298  0.194
H19 0.1256 -3.7151 1.9807  0.181
O3 4.8817 4.2875 0.6152  -0.448
H20 -4.4822 -1.2778 -0.8787  0.196
C9 -0.2074 -3.2426 1.0552  -0.248
H21 -1.9825 0.2014 -1.5706  0.164
S1 1.8296 4.3138 -1.1488  0.390
H22 4.8102 -3.2972 1.2365  0.177
O4 -1.4497 2.5620 -0.5819  -0.585
H23 1.4546 -0.0815 0.8058  0.173
C10 0.3137 -1.2049 2.2051  -0.084
H24 0.4161 -1.8272 3.1001  0.178
O5 3.1863 -4.6008 1.1429  -0.552
H25 -1.7482 1.4793 1.1825  0.185
H26 -0.2627 -0.3258 2.5096  0.183
I2 5.1012 3.0061 -1.9989  0.171
C11 -4.6038 -0.2431 -1.2117  -0.251
H27 2.8872 -5.4955 -0.6509  0.200
H28 0.5339 -3.4064 0.2689  0.163
C12 -2.3058 0.2794 -0.5220  -0.262
H29 -2.1165 -0.6780 -0.0365  0.232
C13 -3.8525 2.0259 -3.3610  -0.242
H30 -3.8661 1.5647 -0.6903  0.344
C14 1.6578 -0.7002 1.6866  -0.241
H31 -5.6282 0.0463 -0.9694  0.210
H32 -1.7026 3.7597 1.0976  0.171
H33 -0.4160 0.9638 0.1413  0.172

As for the net charge: +1. As for the molecular weight: 595.30 g mol⁻¹. The HOMO-LUMO gap is 4.54 eV. Its electronic energy is -55296.4038 eV. As for the multiplicity: 1.